Entry 1:
{"formula": "C3H3O3Pb", "method": "the ωB97M-V functional and the def2-TZVPD basis", "species": ["Pb", "O", "O", "O", "C", "C", "C", "H", "H", "H"], "xyz": [[4.049323, 1.323022, 0.549137], [-3.400074, 1.211968, 0.121271], [-1.136455, 0.706802, -0.011690], [1.664518, 0.705852, -0.171751], [-0.262191, -0.737165, -0.117146], [1.124096, -0.324135, -0.418227], [-2.304270, 0.920342, 0.091426], [-0.707508, -1.239388, -0.986949], [-0.381852, -1.143013, 0.896695], [1.354417, -1.424287, 0.047237]], "forces_ev_per_angstrom": [[0.20, 0.19, 0.00], [0.68, -0.30, 0.22], [0.85, -0.51, 0.08], [1.20, 0.67, -1.15], [-1.24, 1.91, -1.94], [-1.95, -3.17, 4.95], [-1.66, 0.50, -0.38], [-0.23, -0.31, 0.59], [0.06, 0.07, -0.34], [2.09, 0.96, -2.03]], "e_lumo_ev": [-9.67, -9.57], "s_squared": 0.753, "total_charge": 2, "multiplicity": 2}

=====

Entry 2:
{"formula": "C5H8O", "method": "the ωB97M-V functional and the def2-TZVPD basis", "species": ["O", "C", "C", "C", "C", "C", "H", "H", "H", "H", "H", "H", "H", "H"], "xyz": [[-0.120288, 2.016236, -1.020706], [0.834804, -1.074521, -0.762810], [0.910082, 0.601952, 1.393778], [-0.452946, 0.503536, 0.829741], [-0.384862, -0.917035, 0.146354], [-0.876349, 1.524741, -0.216797], [1.756789, -0.989569, -0.174171], [-1.319255, -1.066414, -0.412519], [1.490475, 1.202685, 0.658161], [-1.954758, 1.794739, -0.216790], [-1.218530, 0.425873, 1.613157], [0.840129, -2.058400, -1.246698], [-0.361336, -1.662283, 0.946417], [0.856043, -0.301539, -1.537116]], "forces_ev_per_angstrom": [[-0.38, -0.20, 0.38], [0.04, -0.05, -0.08], [-0.25, 0.16, -0.27], [0.10, 0.06, 0.22], [0.01, -0.19, -0.05], [0.31, 0.16, -0.29], [-0.09, -0.06, -0.14], [0.18, 0.10, 0.10], [-0.07, -0.15, 0.16], [0.09, -0.05, -0.03], [0.09, 0.00, -0.12], [-0.06, 0.21, 0.11], [0.00, 0.15, -0.10], [0.01, -0.14, 0.10]], "e_lumo_ev": -0.48}

=====

Entry 3:
{"formula": "C5H9N5S", "method": "the ωB97M-V functional and the def2-TZVPD basis", "species": ["S", "N", "N", "N", "N", "N", "C", "C", "C", "C", "C", "H", "H", "H", "H", "H", "H", "H", "H", "H"], "xyz": [[4.711952, 0.352009, -0.246875], [1.217292, -0.079576, 1.047739], [1.065730, -0.813178, -0.031029], [2.440025, 0.384480, 1.138315], [-0.868997, 1.123554, -0.798373], [2.294851, -0.879568, -0.600997], [-1.435954, 1.361570, 0.474794], [-1.445400, -1.066850, -0.129563], [-0.630216, -0.219289, -1.103183], [3.155802, -0.038936, 0.116491], [-1.766254, -0.110624, 1.036172], [-0.901919, -1.983315, -0.007531], [-0.689432, 1.819164, -1.435541], [2.701033, -1.384838, -1.298785], [-2.797972, 0.015085, 1.338461], [-0.704225, 1.729314, 1.135874], [-2.319801, -1.412050, -0.796317], [-0.452311, -0.453664, -2.117949], [-1.238763, -0.378015, 1.964096], [-2.335433, 2.034731, 0.314208]], "forces_ev_per_angstrom": [[0.65, -0.11, -0.39], [0.07, 0.36, -0.91], [0.70, -0.75, -0.63], [-1.53, 0.63, 2.06], [0.70, -5.53, -0.87], [0.63, 3.67, 3.00], [-1.53, -1.19, 0.61], [-1.49, 0.12, -2.66], [-1.48, 3.37, 3.56], [-0.19, -1.37, -1.51], [-0.33, 1.07, -0.23], [0.09, -0.21, 0.96], [0.72, 1.80, -1.53], [0.16, -2.03, -2.52], [-0.48, -0.91, -0.27], [0.73, 1.17, 0.78], [0.57, 0.76, 1.24], [0.77, -0.43, -0.74], [0.24, 0.41, -0.67], [0.99, -0.82, 0.72]], "e_lumo_ev": [-0.52, -0.52]}

=====

Entry 4:
{"formula": "C2H7PS2", "method": "the ωB97M-V functional and the def2-TZVPD basis", "species": ["S", "S", "P", "C", "C", "H", "H", "H", "H", "H", "H", "H"], "xyz": [[-2.543743, 0.587362, 0.527700], [0.512092, 1.401568, -0.901347], [-1.164438, 0.033623, -0.748139], [0.828207, 1.864355, 0.871705], [-0.469380, -1.725506, -0.558449], [1.327102, 2.891356, 0.649028], [-1.569834, -0.094366, -2.180278], [0.150722, -1.754519, 0.318619], [-0.033649, 2.188214, 1.493840], [0.242621, -1.624578, -1.305878], [1.598392, 1.207463, 1.290834], [-1.179166, -2.526666, -0.860764]], "forces_ev_per_angstrom": [[0.53, -0.20, -0.55], [-0.92, -0.76, 0.77], [-0.41, -0.91, -0.29], [0.92, 2.53, -1.27], [-1.30, 1.76, -0.21], [-0.45, -1.70, 0.56], [0.49, 0.49, 1.40], [-0.47, -0.60, 0.86], [0.31, -1.06, -0.53], [1.52, -0.31, -1.87], [-0.66, 0.13, 0.22], [0.43, 0.63, 0.91]], "e_lumo_ev": 0.61}

=====

Entry 5:
{"formula": "C2NO4", "method": "the ωB97M-V functional and the def2-TZVPD basis", "species": ["O", "O", "O", "O", "N", "C", "C"], "xyz": [[1.425498, 0.540032, 0.337069], [0.531235, 1.487736, 0.683348], [1.915652, -1.420310, -0.658900], [-2.501211, 0.661062, 0.403892], [-0.984596, -0.830418, -0.445349], [1.237731, -0.493302, -0.280080], [-1.624309, 0.055200, -0.039980]], "forces_ev_per_angstrom": [[1.44, -0.04, -0.01], [-1.71, 1.62, 0.59], [-2.12, 2.06, 0.50], [-2.67, 2.97, 1.28], [5.50, -2.73, -1.95], [0.14, -4.02, -1.21], [-0.58, 0.14, 0.80]], "e_lumo_ev": 3.70, "total_charge": -1}

=====

Entry 6:
{"formula": "C5H11N2", "method": "the ωB97M-V functional and the def2-TZVPD basis", "species": ["N", "N", "C", "C", "C", "C", "C", "H", "H", "H", "H", "H", "H", "H", "H", "H", "H", "H"], "xyz": [[2.902011, -0.286132, -0.177848], [-1.051279, 0.232106, 0.098330], [-1.143187, 1.224757, -1.012194], [0.004655, -1.983442, -0.237201], [-1.764763, 0.402359, 1.360067], [1.900995, 0.438005, 0.184523], [-0.246821, -0.739742, 0.014555], [-0.308256, 0.883892, -1.645571], [-1.207867, 0.262170, 2.285545], [-0.736980, -2.683558, -0.356683], [0.990211, -2.236801, -0.331800], [-2.114197, 0.997853, -1.605439], [-2.081781, 1.374385, 1.257409], [-2.440993, -0.515478, 1.401790], [2.540280, -1.096293, -0.626738], [2.014230, 1.520638, 0.343840], [3.867262, 0.012146, -0.391215], [-1.123512, 2.193131, -0.561370]], "forces_ev_per_angstrom": [[0.00, 1.35, -0.49], [0.16, -0.06, 0.46], [-1.36, -2.88, -0.75], [0.41, 2.25, 0.52], [-0.09, -3.28, 0.05], [-1.34, -0.22, -0.32], [0.55, 0.46, -0.81], [-0.24, 1.16, -0.01], [0.84, 0.37, -0.35], [-1.74, -1.42, -0.53], [2.26, -1.22, 0.19], [1.50, 0.74, 1.08], [-1.96, 1.89, 0.63], [-0.23, 1.98, 0.00], [0.85, -1.35, -0.09], [0.70, -0.36, 0.42], [-0.55, -0.15, 0.25], [0.24, 0.73, -0.25]], "e_lumo_ev": -3.42, "total_charge": 1}

=====

Entry 7:
{"formula": "C5H8N2O", "method": "the ωB97M-V functional and the def2-TZVPD basis", "species": ["O", "N", "N", "C", "C", "C", "C", "C", "H", "H", "H", "H", "H", "H", "H", "H"], "xyz": [[-1.639763, -1.664989, -0.955749], [0.038762, -0.163895, -1.670405], [-0.921363, -0.535612, 1.827884], [-0.191153, 1.234942, 0.167872], [-0.263929, -0.125107, 0.576017], [0.848132, 0.604833, -0.909635], [-0.802064, -0.768594, -0.753338], [1.343139, -0.235500, 0.214187], [-1.038083, 1.599536, -0.279508], [0.250065, 1.869286, 0.925302], [1.450661, -1.353720, -0.120769], [1.961115, 0.270453, 1.005303], [0.627780, -0.996771, -2.271651], [-1.507612, 0.424800, 2.266906], [1.374020, 1.204297, -1.628414], [-1.529707, -1.363959, 1.605997]], "forces_ev_per_angstrom": [[2.01, 2.32, 0.81], [-1.06, -5.84, -4.69], [-1.39, 2.87, 0.07], [2.46, 1.77, -1.34], [-1.01, -3.59, 1.57], [1.57, 4.15, 1.63], [-1.39, -2.77, 0.52], [-0.97, -2.86, 1.06], [-2.20, 1.50, -0.81], [0.24, 0.36, -0.13], [1.18, 2.01, 1.00], [-0.40, -1.03, -0.85], [-2.35, 3.08, 1.86], [1.88, -4.17, -1.83], [1.13, 0.74, 0.57], [0.31, 1.46, 0.56]], "e_lumo_ev": 0.75}

=====

Entry 8:
{"formula": "C21H55BNO5Rb", "method": "the ωB97M-V functional and the def2-TZVPD basis", "species": ["Rb", "O", "O", "O", "O", "O", "N", "C", "C", "C", "C", "C", "C", "C", "C", "C", "C", "C", "C", "C", "C", "C", "C", "C", "C", "C", "C", "C", "B", "H", "H", "H", "H", "H", "H", "H", "H", "H", "H", "H", "H", "H", "H", "H", "H", "H", "H", "H", "H", "H", "H", "H", "H", "H", "H", "H", "H", "H", "H", "H", "H", "H", "H", "H", "H", "H", "H", "H", "H", "H", "H", "H", "H", "H", "H", "H", "H", "H", "H", "H", "H", "H", "H", "H"], "xyz": [[-2.190620, -0.492170, -2.384926], [0.078576, -0.201308, -2.598884], [-2.306965, -1.491629, -0.749023], [0.346530, -1.160125, -0.308635], [0.802300, 1.822636, 0.148631], [-2.734391, 1.528547, -1.952948], [1.572360, -1.022795, 0.415371], [-0.898443, 1.607115, 1.689170], [2.840459, -0.687236, 2.506979], [4.024075, -1.392643, 1.925738], [2.700529, -3.219816, -0.379589], [-4.020765, -1.710334, 0.951306], [1.110812, -2.400806, 2.541176], [-2.882820, 0.978496, 0.391185], [-1.475329, -2.268521, 1.168786], [0.569724, 0.122169, 2.356706], [1.211092, 0.606943, -2.866760], [0.903601, 1.969873, -2.349648], [2.807690, -1.039267, -1.689494], [4.001315, -1.194906, 0.399856], [-3.592777, 1.584887, -0.837454], [-3.943808, 2.979853, -0.616890], [-2.688167, -2.322286, 0.327556], [2.780441, -1.671966, -0.323512], [1.462491, -1.034527, 1.903243], [0.033585, 3.931465, 1.066634], [1.521831, 0.652114, -4.345814], [-0.347250, 2.460703, 0.592765], [-0.724575, 0.203700, -0.802414], [-4.706944, -1.365498, 0.177769], [-1.567433, -3.139610, 1.817484], [3.772360, -1.158211, -2.182801], [3.483954, -3.655589, -0.999624], [0.598031, 0.225635, 3.441421], [1.767308, 2.631065, -2.419935], [-2.848228, -3.338678, -0.032197], [-0.908691, 0.567030, 1.363266], [0.287191, -2.759820, 1.924042], [2.393082, 1.266121, -4.573887], [-0.632631, -2.412252, 0.492544], [-1.865681, 1.412159, -1.561283], [-3.821134, -0.839585, 1.575837], [-1.160031, -0.024730, 0.158020], [-1.875954, 1.969013, 2.007940], [0.748930, -2.290981, 3.563475], [2.673653, 0.042420, -1.680507], [-1.476281, -1.089221, -0.485190], [0.510651, 0.975742, -0.196793], [3.843681, -2.450954, 2.114243], [0.593879, 0.980309, -4.814095], [-0.471251, -0.057994, 2.088356], [4.888240, -1.677007, -0.011305], [0.518725, 1.905629, -1.331886], [-4.476361, 3.425358, -1.457132], [-4.500323, 1.040260, -1.097915], [0.474503, 3.898271, 2.062925], [-3.445289, 1.299633, 1.267881], [-1.092711, 2.511990, -0.200807], [1.680556, -0.407822, -4.544393], [-0.116047, -0.069703, -1.668079], [1.986338, 0.261989, -2.182589], [-0.551257, -0.742225, -1.291743], [4.143684, -0.157067, 0.098629], [4.953967, -1.071900, 2.395321], [-4.710210, 3.015240, 0.157359], [0.879514, 4.253705, 0.459473], [-3.145341, 3.648947, -0.296176], [0.108038, 2.487513, -2.885599], [2.682707, -3.746289, 0.574670], [-3.017084, -0.103175, 0.382187], [-1.344585, 0.867427, -1.384906], [0.283785, 0.560801, -0.661260], [-0.340907, 1.651451, 2.624735], [-1.398336, -1.287352, 1.637294], [2.750442, -0.769491, 3.590135], [-4.610654, -2.426030, 1.523928], [-1.816122, 1.202488, 0.400530], [1.988563, -1.426675, -2.295336], [0.124505, -0.288552, -0.644301], [1.744572, -3.458988, -0.845443], [-0.789156, 4.642654, 0.993173], [1.934092, -3.110877, 2.463012], [3.146672, 0.326941, 2.250507], [0.765518, 1.118321, 1.959913]], "forces_ev_per_angstrom": [[-5.52, -2.71, -17.37], [6.08, 0.27, -10.46], [-4.29, -8.63, 7.63], [9.40, -11.26, 6.24], [3.61, 5.23, 4.62], [-5.04, 6.13, -1.23], [1.78, -0.24, -0.13], [-3.26, 4.60, 2.52], [0.51, 1.36, -0.61], [-0.88, -1.26, -0.69], [-0.77, 0.40, -0.37], [0.31, -1.14, 0.06], [-0.91, 0.32, -1.23], [-2.98, 0.07, -1.06], [-1.28, -2.05, 0.88], [2.39, -3.94, 0.99], [-1.18, 2.70, -0.88], [-1.15, 1.46, -0.98], [1.40, -2.18, 0.73], [1.47, 0.28, 0.68], [0.64, -0.58, 0.18], [-1.87, 1.97, 0.82], [-1.51, 1.07, 0.32], [-1.33, -0.13, 1.61], [1.76, 0.01, 0.57], [0.36, -1.46, -0.64], [-0.22, -1.33, 1.06], [0.61, 2.26, 1.49], [-13.73, 9.62, 5.87], [0.16, -0.02, -0.33], [0.34, 0.49, 0.84], [0.07, -0.51, -0.10], [0.12, 0.15, -0.02], [0.19, -0.22, 0.31], [0.17, -0.01, 0.39], [-0.27, -0.02, -0.10], [-1.61, 3.15, -0.44], [0.71, -0.53, 0.80], [-0.17, -0.06, -0.13], [-0.53, -0.35, 0.62], [-1.83, 4.36, -0.68], [-0.12, -0.62, 0.30], [-0.21, 0.04, 1.65], [0.10, 0.30, -0.09], [0.20, -0.02, 0.07], [3.73, -1.82, 3.38], [-0.15, -0.75, 0.66], [3.71, 5.71, 7.67], [0.72, -0.37, 0.02], [0.26, 0.15, -0.42], [2.55, -2.33, 2.38], [-0.01, -0.35, -0.22], [1.09, 1.44, -2.30], [0.40, -0.02, -0.38], [-0.23, -0.30, 0.03], [-0.43, -0.05, 0.25], [0.17, 0.32, 0.05], [0.18, 0.66, -0.31], [0.30, 0.02, -0.98], [3.25, 0.18, -6.44], [-3.77, 2.19, -4.05], [-4.51, -3.11, -0.25], [-0.07, 0.40, 0.50], [0.01, -0.08, -0.14], [-0.01, 0.09, 0.45], [-0.26, 0.16, -0.40], [0.26, -0.22, -0.14], [-0.19, -0.04, -0.74], [0.25, 0.37, 0.13], [0.43, 1.40, -0.23], [5.29, -1.17, 1.96], [-2.26, -3.27, -7.92], [-1.01, 1.30, -0.32], [-0.05, -0.78, 0.43], [0.12, -0.06, 0.03], [0.30, -0.26, 0.15], [-3.66, 0.38, -0.36], [0.32, -0.24, -0.09], [10.25, -5.01, 3.41], [-0.09, -0.15, -0.19], [0.03, -0.14, 0.13], [-0.04, 0.11, 0.26], [-0.86, 0.74, 0.36], [2.21, -2.09, -0.06]], "e_lumo_ev": 0.09}

=====

Calculated energy above the lowest of the compared OMol25 structures with the same formula, charge and spin, 335.4; 437.1; 270.6; 35.5; 387.3; 489.1; 348.6; 3618.8 kJ/mol (same order as the records).
Calculated total energy, -14526.9434; -7357.7250; -23612.7300; -33146.7738; -11750.4524; -8332.0500; -10339.1135; -35683.6248 eV (same order as the records).
Calculated largest force on an atom, 0.1205; 0.0112; 0.1096; 0.0578; 0.1253; 0.0639; 0.1471; 0.3583 Eh/bohr (same order as the records).